Entry one
Molecular formula: C7H18
Method: DFT, ωB97M-V with the def2-TZVPD basis set

- gap between HOMO and LUMO (Eh) = 0.4493
- SMILES = CC(C)C.CCC
- LUMO (eV) = 1.1
- E_HOMO (eV) = -11.1030
- molecular weight (Da) = 102.22

```
! RIJCOSX wB97M-V def2-TZVPD def2/J DEFGRID3
* xyz 0 1
C -0.52 1.41 -0.39
C -1.55 0.59 0.44
C -2.67 1.54 0.98
C -2.20 -0.42 -0.54
H -0.14 0.81 -1.20
H 0.42 1.66 0.15
H -0.81 2.42 -0.65
H -1.09 0.07 1.27
H -2.52 2.60 0.79
H -3.61 1.34 0.49
H -2.76 1.38 2.05
H -2.26 -1.37 0.01
H -3.27 -0.28 -0.64
H -1.70 -0.65 -1.48
C 1.96 -1.10 1.20
C 2.87 -0.84 -0.02
C 2.13 -1.07 -1.37
H 0.93 -0.97 0.86
H 2.17 -0.36 1.97
H 2.00 -2.17 1.39
H 3.10 0.22 -0.05
H 3.74 -1.49 -0.07
H 1.83 -0.14 -1.86
H 2.74 -1.58 -2.10
H 1.19 -1.62 -1.22
*
```


Entry two
Molecular formula: C7H18
Method: DFT, ωB97M-V with the def2-TZVPD basis set

- gap between HOMO and LUMO (Eh) = 0.4372
- SMILES = CC(C)C.CCC
- LUMO (eV) = 1.0
- E_HOMO (eV) = -10.9093
- molecular weight (Da) = 102.22

```
! RIJCOSX wB97M-V def2-TZVPD def2/J DEFGRID3
* xyz 0 1
C -2.72 -1.22 0.38
C -1.34 -0.64 0.79
C -1.43 0.65 1.58
C -0.50 -1.68 1.54
H -3.48 -0.97 1.11
H -2.66 -2.31 0.32
H -2.97 -0.94 -0.65
H -0.86 -0.48 -0.17
H -1.50 0.48 2.66
H -0.55 1.28 1.41
H -2.30 1.26 1.30
H -0.56 -2.64 1.04
H 0.53 -1.33 1.66
H -0.84 -1.78 2.58
C 1.22 1.26 -2.45
C 1.53 0.49 -1.18
C 2.88 0.95 -0.56
H 2.07 1.15 -3.15
H 0.34 0.88 -2.98
H 1.22 2.34 -2.28
H 0.81 0.77 -0.41
H 1.51 -0.59 -1.30
H 3.00 2.02 -0.71
H 2.87 0.65 0.48
H 3.71 0.40 -1.01
*
```


What should be chosen as the most stable of them? Choose entry two.


Entry one
Molecular formula: C3H2Cl2N2O
Method: DFT, ωB97M-V with the def2-TZVPD basis set

- gap between HOMO and LUMO (Eh) = 0.2682
- SMILES = Cl/C=N\Cl.N=C=C=O
- LUMO (eV) = -0.7
- E_HOMO (eV) = -8.0326
- molecular weight (Da) = 152.97

```
! RIJCOSX wB97M-V def2-TZVPD def2/J DEFGRID3
* xyz 0 1
Cl 0.06 3.65 0.06
C 0.02 2.42 1.25
N -0.24 1.23 1.02
Cl -0.41 0.76 -0.59
H 0.41 2.57 2.31
N -2.58 -1.01 -2.90
C -3.15 -0.79 -1.83
C -3.09 -0.86 -0.46
O -3.35 -0.73 0.66
H -1.82 -1.75 -3.15
*
```


Entry two
Molecular formula: C3H2Cl2N2O
Method: DFT, ωB97M-V with the def2-TZVPD basis set

- gap between HOMO and LUMO (Eh) = 0.3229
- SMILES = O=c1ccn(Cl)n1Cl
- LUMO (eV) = -0.2
- E_HOMO (eV) = -8.9719
- molecular weight (Da) = 152.97

```
! RIJCOSX wB97M-V def2-TZVPD def2/J DEFGRID3
* xyz 0 1
O -0.23 2.42 0.58
C 0.08 1.33 0.25
C 1.18 0.51 -0.01
C 0.83 -0.79 -0.11
N -0.49 -0.98 0.00
Cl -1.42 -2.40 0.22
N -1.11 0.23 0.32
Cl -2.56 0.49 -0.56
H 2.11 0.72 -0.44
H 1.61 -1.53 -0.26
*
```


What should be chosen as the most stable of them? Choose entry two.


Entry one
Molecular formula: C5H7NS
Method: DFT, ωB97M-V with the def2-TZVPD basis set

- gap between HOMO and LUMO (Eh) = 0.3484
- LUMO (eV) = 0.9
- E_HOMO (eV) = -8.5577
- molecular weight (Da) = 113.18

```
! RIJCOSX wB97M-V def2-TZVPD def2/J DEFGRID3
* xyz 0 1
C -1.00 -0.83 -0.38
C -0.01 -0.08 -1.27
C 0.16 -1.11 0.59
C 0.61 0.30 1.00
C 0.48 1.03 -0.29
H -1.83 -0.24 0.01
H -1.42 -1.71 -0.93
H -0.29 0.17 -2.30
H 0.03 -1.88 1.33
H 1.43 0.44 1.68
H -0.20 2.22 1.24
H 1.19 1.79 -0.60
N -0.46 1.31 0.81
S 1.27 -1.41 -0.91
*
```


Entry two
Molecular formula: C5H7NS
Method: DFT, ωB97M-V with the def2-TZVPD basis set

- gap between HOMO and LUMO (Eh) = 0.3565
- SMILES = Cc1ncsc1C
- LUMO (eV) = 0.8
- E_HOMO (eV) = -8.8644
- molecular weight (Da) = 113.18

```
! RIJCOSX wB97M-V def2-TZVPD def2/J DEFGRID3
* xyz 0 1
C -0.77 0.01 1.81
C -0.59 -0.14 0.25
N -1.68 -0.73 -0.25
C -1.56 -0.93 -1.49
S -0.03 -0.41 -2.17
C 0.44 0.13 -0.58
C 1.91 0.65 -0.42
H -0.27 0.99 1.95
H -1.89 -0.12 2.10
H -0.10 -0.80 2.15
H -2.44 -1.11 -2.14
H 2.56 0.37 -1.31
H 1.99 1.78 -0.31
H 2.40 0.30 0.40
*
```


Entry three
Molecular formula: C5H7NS
Method: DFT, ωB97M-V with the def2-TZVPD basis set

- gap between HOMO and LUMO (Eh) = 0.2718
- SMILES = S=C/C=C/[C@H]1CN1
- LUMO (eV) = -1.3
- E_HOMO (eV) = -8.6454
- molecular weight (Da) = 113.18

```
! RIJCOSX wB97M-V def2-TZVPD def2/J DEFGRID3
* xyz 0 1
S -3.42 -0.43 -1.47
C -2.63 -0.45 0.07
C -1.24 -0.49 0.12
C -0.25 -0.05 -0.76
C 1.27 0.02 -0.60
C 1.86 0.79 0.49
N 2.16 -0.62 0.36
H -3.15 -0.33 1.19
H -0.95 -0.66 1.12
H -0.39 0.46 -1.73
H 1.63 -0.04 -1.70
H 2.57 1.63 0.45
H 0.98 1.09 1.24
H 1.57 -0.90 1.22
*
```


What should be chosen as the most stable of them? Choose entry two.


Entry one
Molecular formula: C5H7NS
Method: DFT, ωB97M-V with the def2-TZVPD basis set

- gap between HOMO and LUMO (Eh) = 0.3037
- SMILES = Cc1[nH]ccc1S
- LUMO (eV) = 0.9
- E_HOMO (eV) = -7.3501
- molecular weight (Da) = 113.18

```
! RIJCOSX wB97M-V def2-TZVPD def2/J DEFGRID3
* xyz 0 1
C 0.57 1.81 -0.08
C -0.10 0.62 0.06
N -1.44 0.31 0.18
C -1.63 -1.10 -0.07
C -0.37 -1.82 0.01
C 0.53 -0.64 0.12
S 2.28 -0.62 0.06
H 1.53 1.86 -0.62
H 0.87 2.12 0.94
H 0.14 2.91 -0.54
H -2.09 0.95 0.30
H -2.61 -1.57 -0.05
H -0.12 -2.80 -0.41
H 2.43 -2.02 0.13
*
```


Entry two
Molecular formula: C5H7NS
Method: DFT, ωB97M-V with the def2-TZVPD basis set

- gap between HOMO and LUMO (Eh) = 0.2948
- SMILES = C=C1SC=CN1C
- LUMO (eV) = 0.7
- E_HOMO (eV) = -7.3554
- molecular weight (Da) = 113.18

```
! RIJCOSX wB97M-V def2-TZVPD def2/J DEFGRID3
* xyz 0 1
C 0.79 -1.78 1.05
C 0.73 -0.50 0.86
S 2.36 0.67 1.68
C 1.84 1.90 0.47
C 0.78 1.61 -0.25
N 0.15 0.37 0.02
C -1.03 -0.15 -0.60
H 1.52 -2.15 1.73
H 0.14 -2.49 0.57
H 2.48 2.83 0.29
H 0.17 2.26 -0.87
H -1.26 -1.13 -0.15
H -1.97 0.56 -0.59
H -0.87 -0.39 -1.76
*
```


Entry three
Molecular formula: C5H7NS
Method: DFT, ωB97M-V with the def2-TZVPD basis set

- gap between HOMO and LUMO (alpha / beta) (Eh) = 0.2259 / 0.2978
- LUMO (alpha / beta) (eV) = -1.0 / -0.1
- E_HOMO (alpha / beta) (eV) = -7.1618 / -8.1656
- molecular weight (Da) = 113.18

```
! RIJCOSX wB97M-V def2-TZVPD def2/J DEFGRID3
* xyz 0 1
C 0.80 0.03 -2.14
C -0.88 -0.15 -0.49
C -0.41 0.47 1.05
C -0.27 0.49 -1.54
C 0.94 0.05 1.15
N 1.79 -0.16 -2.71
S 1.32 -1.49 1.74
H -0.66 -1.21 -0.33
H -1.92 0.03 -0.38
H -0.63 1.59 0.88
H -1.14 -0.04 1.61
H -0.75 1.38 -1.86
H 1.90 0.68 0.92
H -0.09 -1.67 2.09
*
```


What should be chosen as the most stable of them? Choose entry one.


Entry one
Molecular formula: C4H4O
Method: DFT, ωB97M-V with the def2-TZVPD basis set

- gap between HOMO and LUMO (Eh) = 0.3716
- SMILES = C#CCC=O
- LUMO (eV) = 0.3
- E_HOMO (eV) = -9.8547
- molecular weight (Da) = 68.07

```
! RIJCOSX wB97M-V def2-TZVPD def2/J DEFGRID3
* xyz 0 1
C 1.64 0.28 0.57
C 1.24 -0.72 0.02
C -0.23 -0.82 -0.26
C -0.90 0.56 -0.23
O -1.82 0.84 0.50
H 1.66 1.21 1.08
H -0.38 -1.24 -1.25
H -0.69 -1.42 0.53
H -0.52 1.31 -0.96
*
```


Entry two
Molecular formula: C4H4O
Method: DFT, ωB97M-V with the def2-TZVPD basis set

- gap between HOMO and LUMO (Eh) = 0.4114
- SMILES = C#C[C@H]1CO1
- LUMO (eV) = 1.1
- E_HOMO (eV) = -10.1167
- molecular weight (Da) = 68.08

```
! RIJCOSX wB97M-V def2-TZVPD def2/J DEFGRID3
* xyz 0 1
C -1.31 -1.66 0.79
C -0.66 -0.86 0.16
C 0.18 0.01 -0.65
C 0.72 1.21 -0.05
O 1.53 0.04 -0.22
H -1.87 -2.39 1.33
H -0.06 0.06 -1.71
H 0.32 1.47 0.91
H 1.09 2.04 -0.67
*
```


What should be chosen as the most stable of them? Choose entry two.


Entry one
Molecular formula: C37H44F3N3O7PbSSb
Method: DFT, ωB97M-V with the def2-TZVPD basis set

- gap between HOMO and LUMO (Eh) = 0.2565
- LUMO (eV) = -2.0
- E_HOMO (eV) = -9.0254
- molecular weight (Da) = 1060.79

```
! RIJCOSX wB97M-V def2-TZVPD def2/J DEFGRID3
* xyz 1 1
Pb -3.05 1.38 0.35
C -0.29 5.37 -1.64
N -1.56 4.68 -1.73
C -2.07 4.36 -3.10
C -2.24 4.27 -0.64
O -3.19 3.45 -0.80
C -1.90 4.83 0.71
O -1.75 3.68 1.49
C -1.66 3.66 2.96
C -1.44 2.23 3.26
O -2.26 1.47 2.70
N -0.52 1.86 4.09
C -0.38 0.43 4.35
C 0.41 2.76 4.72
H 0.49 4.85 -1.02
H -0.41 6.39 -1.18
H 0.11 5.39 -2.66
H -2.96 4.92 -3.30
H -2.28 3.31 -3.17
H -1.34 4.68 -3.86
H -2.75 5.43 1.12
H -0.96 5.37 0.70
H -2.65 3.91 3.45
H -0.92 4.37 3.31
H -1.40 0.04 4.59
H 0.34 0.28 5.17
H -0.03 -0.11 3.52
H -0.14 3.55 5.28
H 1.14 3.24 3.98
H 0.99 2.14 5.45
C -2.46 -4.16 4.99
S -2.01 -3.07 3.61
O -3.33 -2.45 3.19
C -1.69 -4.29 2.37
C -0.40 -4.79 2.24
C -0.01 -5.54 1.19
C -0.97 -5.96 0.23
C -2.23 -5.39 0.28
C -2.62 -4.59 1.36
H -3.45 -4.70 4.71
H -2.64 -3.46 5.74
H -1.65 -4.83 5.27
H 0.23 -4.65 3.07
H 1.00 -5.97 1.06
H -0.77 -6.76 -0.45
H -2.90 -5.64 -0.51
H -3.63 -4.20 1.43
C -3.59 -1.65 -3.01
O -3.89 -0.74 -1.92
C -3.08 0.36 -1.83
O -2.35 0.76 -2.75
H -4.59 -1.96 -3.35
H -3.07 -2.50 -2.56
H -3.02 -1.16 -3.78
F 6.05 4.59 -2.67
C 5.35 3.49 -2.38
C 3.92 3.44 -2.61
C 3.19 2.27 -2.32
C 3.88 1.18 -1.83
C 5.24 1.25 -1.57
C 6.00 2.36 -1.92
Sb 2.76 -0.62 -1.48
C 4.26 -1.80 -0.45
C 4.71 -2.99 -1.07
C 5.53 -3.86 -0.38
C 5.95 -3.50 0.91
F 6.84 -4.25 1.62
C 5.46 -2.38 1.58
C 4.62 -1.51 0.84
C 2.93 -1.29 -3.54
C 1.78 -1.57 -4.31
C 1.83 -1.86 -5.65
C 3.14 -1.93 -6.18
F 3.25 -2.39 -7.47
C 4.33 -1.72 -5.47
C 4.20 -1.24 -4.14
H 3.40 4.34 -2.88
H 2.13 2.14 -2.51
H 5.68 0.40 -1.10
H 7.04 2.42 -1.70
H 4.49 -3.22 -2.11
H 6.03 -4.73 -0.81
H 5.80 -2.22 2.58
H 4.29 -0.62 1.42
H 0.83 -1.45 -3.75
H 0.99 -2.06 -6.29
H 5.30 -1.61 -5.99
H 5.07 -0.74 -3.75
C -6.07 0.08 2.85
C -6.17 1.03 1.68
N -7.31 1.64 1.51
O -5.22 1.14 0.82
H -6.10 -0.93 2.38
H -6.94 0.13 3.54
H -5.11 0.24 3.33
H -8.16 1.28 1.93
H -7.41 2.21 0.66
*
```


Entry two
Molecular formula: C37H44F3N3O7PbSSb
Method: DFT, ωB97M-V with the def2-TZVPD basis set

- gap between HOMO and LUMO (Eh) = 0.2914
- LUMO (eV) = -1.7
- E_HOMO (eV) = -9.6403
- molecular weight (Da) = 1060.79

```
! RIJCOSX wB97M-V def2-TZVPD def2/J DEFGRID3
* xyz 1 1
Pb 1.88 0.77 -1.87
C 5.44 -1.82 -5.17
N 5.37 -0.55 -4.43
C 5.90 0.64 -4.94
C 4.68 -0.49 -3.31
O 4.27 0.60 -2.80
C 4.31 -1.79 -2.54
O 2.97 -2.14 -2.87
C 2.37 -3.08 -2.03
C 0.87 -2.80 -2.12
O 0.44 -1.68 -1.94
N 0.05 -3.85 -2.47
C -1.39 -3.60 -2.31
C 0.34 -5.18 -3.01
H 5.78 -1.63 -6.18
H 4.46 -2.28 -5.15
H 6.23 -2.46 -4.74
H 5.11 1.12 -5.51
H 6.78 0.43 -5.56
H 6.20 1.31 -4.17
H 4.36 -1.49 -1.51
H 4.96 -2.64 -2.76
H 2.60 -3.00 -0.95
H 2.66 -4.09 -2.33
H -1.45 -2.90 -1.47
H -1.87 -4.55 -2.08
H -1.87 -3.15 -3.18
H 1.40 -5.26 -3.26
H -0.40 -5.42 -3.80
H 0.25 -5.94 -2.22
C 3.61 4.62 -2.33
S 1.97 4.17 -1.76
O 2.27 2.98 -0.88
C 1.67 5.55 -0.68
C 1.45 6.82 -1.21
C 1.22 7.88 -0.33
C 1.46 7.70 1.02
C 1.66 6.45 1.57
C 1.75 5.35 0.70
H 3.66 5.61 -2.82
H 3.87 3.82 -3.04
H 4.27 4.60 -1.40
H 1.30 6.85 -2.27
H 0.84 8.78 -0.83
H 1.30 8.52 1.69
H 1.76 6.34 2.64
H 1.96 4.34 1.06
C 2.31 -0.70 2.41
O 1.80 -0.23 1.09
C 2.63 0.44 0.28
O 3.79 0.71 0.57
H 2.79 -1.67 2.32
H 1.45 -0.63 3.09
H 3.11 0.02 2.71
F -6.55 -5.08 0.21
C -5.84 -4.08 0.80
C -5.33 -3.09 -0.02
C -4.48 -2.14 0.54
C -4.07 -2.20 1.87
C -4.63 -3.21 2.67
C -5.50 -4.13 2.15
Sb -2.69 -0.54 2.41
C -4.02 0.89 3.45
C -4.67 0.51 4.61
C -5.27 1.50 5.42
C -5.42 2.77 4.92
F -5.94 3.81 5.67
C -4.87 3.12 3.66
C -4.20 2.18 2.95
C -1.48 -1.68 3.87
C -1.06 -1.10 5.10
C -0.28 -1.80 5.99
C 0.04 -3.11 5.72
F 0.85 -3.72 6.63
C -0.52 -3.81 4.60
C -1.21 -3.04 3.64
H -5.50 -3.07 -1.12
H -4.09 -1.38 -0.21
H -4.30 -3.25 3.70
H -5.91 -4.83 2.85
H -4.57 -0.50 4.98
H -5.59 1.20 6.41
H -5.01 4.14 3.33
H -3.65 2.32 1.98
H -1.22 -0.05 5.32
H 0.10 -1.29 6.85
H -0.31 -4.89 4.43
H -1.43 -3.65 2.71
C -2.00 0.49 -3.49
C -1.54 1.49 -2.57
N -2.42 2.29 -1.90
O -0.31 1.78 -2.51
H -3.06 0.22 -3.39
H -1.37 -0.41 -3.34
H -1.86 0.76 -4.54
H -3.40 2.07 -1.87
H -2.03 3.08 -1.40
*
```


What should be chosen as the most stable of them? Choose entry two.


Entry one
Molecular formula: C4H11OS
Method: DFT, ωB97M-V with the def2-TZVPD basis set

- gap between HOMO and LUMO (Eh) = 0.2250
- LUMO (eV) = 3.5
- E_HOMO (eV) = -2.6338
- molecular weight (Da) = 107.20

```
! RIJCOSX wB97M-V def2-TZVPD def2/J DEFGRID3
* xyz -1 1
C -1.49 0.11 1.23
O -2.06 -0.19 0.01
C -2.51 0.05 2.41
H -1.01 1.15 1.36
H -0.67 -0.62 1.58
H -2.04 0.28 3.36
H -2.93 -0.97 2.39
H -3.28 0.72 2.03
C 0.06 0.03 -1.58
S 1.57 0.55 -0.65
C 2.75 -0.86 -0.79
H 0.35 -0.93 -1.99
H -0.08 0.73 -2.41
H -0.83 -0.10 -0.93
H 3.80 -0.48 -0.91
H 2.65 -1.68 -0.03
H 2.60 -1.35 -1.81
*
```


Entry two
Molecular formula: C4H11OS
Method: DFT, ωB97M-V with the def2-TZVPD basis set

- gap between HOMO and LUMO (Eh) = 0.2489
- LUMO (eV) = 4.1
- E_HOMO (eV) = -2.7218
- molecular weight (Da) = 107.20

```
! RIJCOSX wB97M-V def2-TZVPD def2/J DEFGRID3
* xyz -1 1
C 0.27 1.93 -1.94
C 0.36 0.39 -1.96
S 1.78 -0.26 -1.06
H 0.58 2.29 -0.96
H 0.81 2.34 -2.80
H -0.78 2.23 -1.99
H 0.40 0.08 -3.01
H -0.59 -0.02 -1.59
H 0.93 0.06 0.87
C -0.41 -0.56 2.27
O 0.55 0.36 1.75
C -0.58 -1.82 1.41
H -0.10 -0.76 3.30
H -1.36 -0.02 2.28
H -0.18 -2.72 1.84
H -1.61 -1.93 1.10
H -0.07 -1.61 0.46
*
```


What should be chosen as the most stable of them? Choose entry two.


Entry one
Molecular formula: C4H11OS
Method: DFT, ωB97M-V with the def2-TZVPD basis set

- gap between HOMO and LUMO (Eh) = 0.2212
- LUMO (eV) = 3.6
- E_HOMO (eV) = -2.3870
- molecular weight (Da) = 107.20

```
! RIJCOSX wB97M-V def2-TZVPD def2/J DEFGRID3
* xyz -1 1
C -0.58 -1.22 1.84
C -2.03 -0.90 1.38
S -2.44 0.90 1.36
H -0.10 -0.63 1.05
H -0.31 -2.28 1.73
H -0.21 -0.76 2.76
H -2.01 -1.17 0.32
H -2.81 -1.28 2.04
H 0.51 1.25 0.31
C 1.24 1.51 -1.51
O 1.10 1.87 -0.14
C 1.33 -0.01 -1.75
H 2.12 2.00 -1.94
H 0.27 1.74 -1.92
H 0.38 -0.47 -1.48
H 2.18 -0.38 -1.20
H 1.37 -0.15 -2.84
*
```


Entry two
Molecular formula: C4H11OS
Method: DFT, ωB97M-V with the def2-TZVPD basis set

- gap between HOMO and LUMO (Eh) = 0.2138
- LUMO (eV) = 3.2
- E_HOMO (eV) = -2.5991
- molecular weight (Da) = 107.20

```
! RIJCOSX wB97M-V def2-TZVPD def2/J DEFGRID3
* xyz -1 1
C -0.15 -1.47 -0.96
O -0.01 -1.08 0.36
C -1.09 -2.71 -1.15
H 0.84 -1.72 -1.48
H -0.50 -0.62 -1.59
H -0.90 -3.23 -2.16
H -2.13 -2.34 -1.08
H -0.93 -3.36 -0.26
C -0.39 1.63 1.32
C 0.85 1.66 0.38
S 1.87 3.18 0.56
H -1.07 2.42 1.04
H -0.11 1.79 2.36
H -0.89 0.68 1.23
H 1.41 0.70 0.51
H 0.51 1.76 -0.67
H 2.68 2.72 1.58
*
```


What should be chosen as the most stable of them? Choose entry one.